Entry from the Open Molecules 2025 dataset: 2 unconnected molecules or ions with the total composition C6H14NO (ωB97M-V/def2-TZVPD).

Cartesian coordinates (Å):
O (-0.783, 0.379, -2.849)
N (1.096, -0.406, -0.787)
C (2.069, 0.745, -0.867)
C (-1.774, -0.675, 0.829)
C (-1.533, 0.838, 0.436)
C (1.300, -0.032, 1.608)
C (-0.417, -1.517, 0.920)
C (0.763, -0.641, 0.515)
H (-0.439, -1.748, 2.099)
H (-0.734, 0.208, -3.779)
H (-1.567, 0.950, -0.677)
H (-0.766, 1.400, 0.918)
H (-2.377, 1.480, 0.720)
H (2.206, 0.565, 1.484)
H (-0.036, 0.012, -2.421)
H (-0.508, -2.448, 0.225)
H (2.247, 1.008, -2.024)
H (3.136, 0.434, -0.495)
H (1.080, -0.371, 2.578)
H (-2.242, -0.743, 1.836)
H (1.710, 1.650, -0.334)
H (-2.429, -1.087, 0.064)

Summary:
Net charge = +1
Strongest force on any atom = 4.179 eV/Å
E_tot = -366.55337 hartree
HOMO-LUMO gap = 6.1 eV
Energy above the lowest of the compared OMol25 structures with the same formula, charge and spin = 5.820 eV
E_HOMO = -14.75 eV

Atomic partial charges in e from the Mulliken method, atoms 1 to 4: -0.59 -0.25 -0.92 -0.34

=====

Entry from the Open Molecules 2025 dataset: a gas-phase ion, C6H14NO (charge +1) (ωB97M-V/def2-TZVPD).

Cartesian coordinates (Å):
O (-2.174, -0.486, -2.032)
N (-0.110, -1.212, -0.658)
C (-0.079, 0.249, -1.146)
C (1.677, 0.382, 0.896)
C (-1.497, 0.654, -1.462)
C (0.731, 1.060, -0.147)
C (1.039, -0.564, 1.880)
C (-0.079, -0.287, 2.536)
H (0.540, 0.119, -2.038)
H (0.105, 1.622, 0.557)
H (-1.553, 1.566, -2.046)
H (0.689, -1.712, -1.043)
H (2.459, -0.116, 0.342)
H (-0.631, 0.646, 2.446)
H (-0.522, -0.922, 3.289)
H (-1.008, -1.642, -0.917)
H (-2.452, -0.343, -2.946)
H (-2.100, 0.778, -0.583)
H (1.437, -1.570, 1.903)
H (2.230, 1.187, 1.372)
H (-0.046, -1.264, 0.371)
H (1.344, 1.855, -0.572)

Summary:
Net charge = +1
Strongest force on any atom = 2.632 eV/Å
E_tot = -366.72320 hartree
HOMO-LUMO gap = 10.9 eV
SMILES = C=CCC[C@@H]([NH3+])CO
Energy above the lowest of the compared OMol25 structures with the same formula, charge and spin = 1.198 eV
E_HOMO = -13.99 eV

Atomic partial charges in e from the Mulliken method, atoms 1 to 4: -0.58 -0.23 0.08 -0.78

=====

Entry from the Open Molecules 2025 dataset: 2 unconnected molecules or ions with the total composition C6H14NO (ωB97M-V/def2-TZVPD).

Cartesian coordinates (Å):
O (0.468, -1.855, -0.201)
N (1.647, 0.118, 0.087)
C (-1.965, 0.801, -0.879)
C (-1.773, 0.130, 0.431)
C (1.430, 1.534, 0.484)
C (3.014, -0.305, -0.142)
C (0.538, -0.548, -0.042)
C (-2.444, -1.172, 0.575)
H (1.972, 2.289, -0.290)
H (2.973, -1.315, -0.121)
H (0.447, 1.641, 0.476)
H (3.591, -0.035, 0.630)
H (-2.740, -1.613, -0.339)
H (1.998, 1.580, 1.352)
H (-1.677, 0.278, -1.776)
H (-1.419, 1.857, -1.014)
H (-2.979, 0.878, -0.981)
H (3.478, 0.210, -1.151)
H (-0.303, -2.223, -0.636)
H (-1.370, 0.682, 1.363)
H (-1.665, -1.997, 0.977)
H (-3.221, -0.936, 1.198)

Summary:
Net charge = +1
Strongest force on any atom = 6.680 eV/Å
E_tot = -366.58617 hartree
HOMO-LUMO gap = 8.9 eV
Energy above the lowest of the compared OMol25 structures with the same formula, charge and spin = 4.927 eV
E_HOMO = -13.34 eV

Atomic partial charges in e from the Mulliken method, atoms 1 to 4: -0.53 0.07 -1.01 0.31

=====

Entry from the Open Molecules 2025 dataset: a gas-phase ion, C6H14NO (charge +1) (ωB97M-V/def2-TZVPD).

Cartesian coordinates (Å):
O (-1.266, -1.486, 1.965)
N (-1.384, 1.024, -0.170)
C (0.784, -0.601, -0.038)
C (-0.967, 1.042, -1.577)
C (-0.019, -2.103, 1.769)
C (0.699, 1.173, -1.719)
C (0.845, -0.933, 1.252)
C (1.555, 0.645, -0.546)
H (1.126, 2.068, -2.051)
H (0.325, -2.486, 2.804)
H (-1.450, -0.826, 2.632)
H (-1.137, 0.087, -2.007)
H (-1.565, 0.118, 0.367)
H (2.465, 0.175, -0.986)
H (1.436, -0.328, 1.924)
H (-0.247, -3.092, 1.333)
H (-0.699, 1.630, 0.290)
H (0.858, 0.522, -2.580)
H (-1.506, 1.861, -2.136)
H (0.488, -1.206, -0.870)
H (-2.281, 1.435, 0.031)
H (1.941, 1.283, 0.313)

Summary:
Net charge = +1
Strongest force on any atom = 3.962 eV/Å
E_tot = -366.66604 hartree
HOMO-LUMO gap = 9.9 eV
SMILES = [NH3+]CCC/C=C/CO
Energy above the lowest of the compared OMol25 structures with the same formula, charge and spin = 2.754 eV
E_HOMO = -13.26 eV

Atomic partial charges in e from the Mulliken method, atoms 1 to 4: -0.60 -0.19 -0.49 -0.65

=====

Entry from the Open Molecules 2025 dataset: 2 unconnected molecules or ions with the total composition C6H14NO2 (ωB97M-V/def2-TZVPD).

Cartesian coordinates (Å):
O (-0.954, 0.742, -2.127)
O (-0.320, -4.171, -0.987)
N (-1.009, 2.311, 0.147)
C (1.119, 1.227, 1.057)
C (-0.035, -3.290, 0.031)
C (0.806, 0.112, 0.186)
C (0.664, -1.153, 0.634)
C (-0.030, 2.235, 1.359)
C (0.564, -2.139, -0.343)
H (0.730, 0.415, -0.839)
H (-0.477, 2.948, -0.567)
H (0.865, -2.035, -1.428)
H (0.540, -1.398, 1.754)
H (-1.012, 1.444, -0.386)
H (-0.989, -4.963, -0.758)
H (0.323, 3.186, 1.684)
H (1.578, 0.864, 1.956)
H (-1.154, 0.399, -3.024)
H (-1.869, 2.532, 0.411)
H (0.084, 0.549, -2.342)
H (-0.503, -3.489, 0.993)
H (-0.801, 1.924, 2.081)
H (1.882, 1.750, 0.507)

Summary:
Net charge = +1
Strongest force on any atom = 8.822 eV/Å
E_tot = -441.89925 hartree
HOMO-LUMO gap = 7.9 eV
Energy above the lowest of the compared OMol25 structures with the same formula, charge and spin = 2.358 eV
E_HOMO = -11.08 eV

Atomic partial charges in e from the Mulliken method, atoms 1 to 4: -0.68 -0.51 -0.16 -0.93

=====

Entry from the Open Molecules 2025 dataset: a molecular structure, C6H14NO2 (ωB97M-V/def2-TZVPD).

Cartesian coordinates (Å):
O (0.817, -1.022, -1.111)
O (-0.711, -0.424, -1.436)
N (-1.177, -0.106, -0.174)
C (-1.763, -1.323, 0.405)
C (-2.196, 0.911, -0.311)
C (0.009, 0.264, 0.747)
C (2.335, -0.786, 0.638)
C (1.780, 1.199, -0.783)
C (1.210, -0.090, -0.184)
H (-2.785, 1.231, 0.535)
H (0.007, 1.399, 0.864)
H (-0.138, -0.396, 1.629)
H (3.219, -0.757, -0.083)
H (2.673, 0.955, -1.482)
H (0.962, 1.702, -1.445)
H (-2.993, 0.481, -1.028)
H (-2.817, -1.408, 0.159)
H (1.851, -1.744, 0.919)
H (-2.009, 1.821, -0.867)
H (-1.277, -2.122, -0.027)
H (2.515, -0.311, 1.558)
H (2.263, 1.723, -0.054)
H (-1.774, -1.195, 1.531)

Summary:
Net charge = +1
Strongest force on any atom = 5.162 eV/Å
E_tot = -441.77511 hartree
HOMO-LUMO gap = 9.9 eV
Energy above the lowest of the compared OMol25 structures with the same formula, charge and spin = 5.736 eV
E_HOMO = -15.14 eV

Atomic partial charges in e from the Mulliken method, atoms 1 to 4: -0.31 -0.32 0.43 -0.89

=====

Entry from the Open Molecules 2025 dataset: a gas-phase ion, C6H14NO2 (charge +1) (ωB97M-V/def2-TZVPD).

Cartesian coordinates (Å):
O (0.714, -0.448, 1.658)
O (0.868, 1.138, -0.066)
N (-0.716, -0.559, -0.193)
C (0.119, 0.403, 0.807)
C (0.935, 2.580, 0.112)
C (-1.655, -1.343, 0.691)
C (-1.236, 0.129, -1.314)
C (1.859, -1.278, 1.188)
C (-0.781, -0.221, -2.505)
H (-1.790, -2.318, 0.226)
H (1.854, 2.827, -0.582)
H (-2.078, 0.785, -1.350)
H (-1.048, -1.687, 1.474)
H (-0.101, -1.179, -0.801)
H (0.065, -0.857, -2.637)
H (-0.649, 0.913, 1.447)
H (-1.270, 0.182, -3.422)
H (-2.545, -0.776, 1.070)
H (2.012, -0.998, 0.129)
H (1.546, -2.214, 1.664)
H (0.095, 3.013, -0.419)
H (1.091, 2.920, 1.152)
H (2.712, -1.011, 1.672)

Summary:
Net charge = +1
Strongest force on any atom = 10.506 eV/Å
E_tot = -441.71780 hartree
HOMO-LUMO gap (alpha / beta) = 7.5 / 8.2 eV
Energy above the lowest of the compared OMol25 structures with the same formula, charge and spin = 0.000 eV
E_HOMO (alpha / beta) = -10.08 / -15.07 eV
Multiplicity = 3

Atomic partial charges in e from the Mulliken method, atoms 1 to 4: -0.42 -0.31 0.29 0.03

=====

Entry from the Open Molecules 2025 dataset: 2 unconnected molecules or ions with the total composition C6H14NO2S (ωB97M-V/def2-TZVPD).

Cartesian coordinates (Å):
S (2.224, 0.168, 1.670)
O (3.024, -1.016, 1.352)
O (2.368, 1.284, 0.754)
N (3.050, 0.785, 3.133)
C (-0.929, -0.128, -1.007)
C (-2.088, 0.377, -0.134)
C (-0.019, -1.050, -0.309)
C (-0.291, 1.040, -1.723)
C (-1.622, -0.933, -2.090)
C (0.456, -0.020, 2.065)
H (0.505, 1.581, -1.139)
H (-0.453, -2.084, -0.161)
H (1.043, -1.010, -0.643)
H (0.227, 0.675, -2.746)
H (-0.884, -1.146, -2.888)
H (2.866, 1.651, 3.480)
H (-2.579, -0.448, -2.592)
H (-1.760, 0.931, 0.614)
H (-2.828, 0.776, -0.725)
H (2.862, 0.140, 3.892)
H (0.498, -0.882, 2.738)
H (-1.150, 1.643, -2.085)
H (-2.544, -0.488, 0.259)
H (-1.978, -1.847, -1.714)

Summary:
Net charge = -1
Strongest force on any atom = 4.572 eV/Å
E_tot = -840.26528 hartree
HOMO-LUMO gap (alpha / beta) = 7.0 / 7.0 eV
Energy above the lowest of the compared OMol25 structures with the same formula, charge and spin = 3.247 eV
E_HOMO (alpha / beta) = -3.48 / -3.52 eV

Atomic partial charges in e from the Mulliken method, atoms 1 to 4: 1.02 -0.66 -0.66 -0.63

=====

Entry from the Open Molecules 2025 dataset: a molecular structure, C6H14NO2S (ωB97M-V/def2-TZVPD).

Cartesian coordinates (Å):
S (-3.471, -0.449, -1.902)
O (-0.133, 0.824, -1.383)
O (-0.774, -1.301, -0.271)
N (1.208, 0.052, 0.548)
C (1.887, -1.231, 0.688)
C (2.056, 1.186, 0.821)
C (-1.186, -0.718, 0.952)
C (-3.142, 1.018, -2.552)
C (0.042, 0.120, 1.435)
C (0.510, -0.098, -1.021)
H (-1.599, -0.976, -0.839)
H (0.368, -0.253, 2.339)
H (-2.604, 1.902, -2.204)
H (-3.652, 1.222, -3.455)
H (1.518, 2.050, 0.448)
H (2.104, 1.397, 1.883)
H (2.181, -1.577, 1.640)
H (3.040, 1.276, 0.290)
H (-0.373, 1.123, 1.421)
H (1.449, -2.167, 0.216)
H (1.199, -0.683, -1.662)
H (-1.969, -0.082, 0.741)
H (-1.468, -1.510, 1.660)
H (2.808, -1.125, 0.209)

Summary:
Net charge = +1
Strongest force on any atom = 3.343 eV/Å
E_tot = -840.06163 hartree
HOMO-LUMO gap = 8.7 eV
Energy above the lowest of the compared OMol25 structures with the same formula, charge and spin = 3.118 eV
E_HOMO = -12.66 eV

Atomic partial charges in e from the Mulliken method, atoms 1 to 4: -0.16 -0.43 -0.48 0.22

=====

Entry from the Open Molecules 2025 dataset: a single C6H14NOP molecule (ωB97M-V/def2-TZVPD).

Cartesian coordinates (Å):
P (1.236, 0.406, -0.690)
O (-1.415, 0.900, -0.989)
N (1.725, -0.516, 0.707)
C (1.618, 0.191, 2.005)
C (1.079, 1.980, 0.288)
C (-0.875, -1.372, -1.511)
C (0.873, 1.518, 1.717)
C (-2.257, -2.041, -1.408)
C (-0.692, -0.159, -0.616)
H (-0.665, -1.008, -2.446)
H (2.664, 0.537, 2.268)
H (-1.287, 1.103, -2.006)
H (0.154, 2.526, -0.071)
H (-2.340, -2.816, -0.565)
H (1.410, 2.336, 2.395)
H (-2.555, -2.539, -2.276)
H (1.090, -0.531, 2.694)
H (-0.147, -2.242, -1.400)
H (1.895, 2.795, 0.328)
H (-2.999, -1.163, -1.289)
H (2.609, -0.972, 0.512)
H (-0.889, -0.354, 0.397)
H (-0.233, 1.420, 1.956)

Summary:
Net charge = 0
Strongest force on any atom = 3.462 eV/Å
E_tot = -708.14397 hartree
HOMO-LUMO gap (alpha / beta) = 4.6 / 7.1 eV
Energy above the lowest of the compared OMol25 structures with the same formula, charge and spin = 1.177 eV
E_HOMO (alpha / beta) = -3.69 / -9.29 eV
Multiplicity = 3

Atomic partial charges in e from the Mulliken method, atoms 1 to 4: 0.06 -0.48 -0.58 -0.52

=====

Entry from the Open Molecules 2025 dataset: 2 unconnected molecules or ions with the total composition C6H14NPS (ωB97M-V/def2-TZVPD).

Cartesian coordinates (Å):
S (-2.989, -1.020, -0.496)
P (-3.762, 0.261, 0.814)
N (-0.270, -0.371, 0.391)
C (-0.109, 0.978, 0.124)
C (1.045, -2.352, 0.841)
C (1.030, 1.422, -0.905)
C (0.399, -1.434, -0.236)
C (1.320, 2.901, -0.705)
C (-0.021, -2.922, 0.020)
H (-3.619, -0.434, 1.978)
H (-1.010, -3.024, 0.416)
H (1.888, 3.233, 0.228)
H (0.935, -2.233, 1.856)
H (2.133, 3.148, -1.462)
H (-1.141, 1.359, -0.194)
H (2.009, -2.707, 0.558)
H (0.217, -3.661, -0.669)
H (0.759, 1.351, -2.037)
H (-2.575, 1.102, 0.918)
H (2.022, 0.896, -0.662)
H (0.396, 3.409, -0.776)
H (0.948, -1.356, -1.141)
H (0.393, 1.453, 1.140)

Summary:
Net charge = 0
Strongest force on any atom = 3.150 eV/Å
E_tot = -1031.11369 hartree
HOMO-LUMO gap (alpha / beta) = 8.7 / 6.4 eV
Energy above the lowest of the compared OMol25 structures with the same formula, charge and spin = 3.184 eV
E_HOMO (alpha / beta) = -8.57 / -8.01 eV

Atomic partial charges in e from the Mulliken method, atoms 1 to 4: -0.14 0.04 -0.35 -0.34